[1]
{
  "formula": "C5H3NO",
  "method": "ωB97M-V/def2-TZVPD",
  "symbols": ["C", "C", "C", "C", "O", "N", "C", "H", "H", "H"],
  "xyz": [[2.04288, 0.43846, 0.69385], [1.21018, 0.17574, -0.14375], [0.01055, -0.24959, -0.87234], [-0.63542, 0.89331, -0.44580], [-1.60483, 0.65553, 0.40803], [-1.76626, -0.73817, 0.49553], [-0.85456, -1.25686, -0.25980], [2.92829, 0.50753, 1.28015], [-0.43756, 1.90944, -0.74200], [-0.90510, -2.33056, -0.41741]],
  "mulliken_charge": [0.21, -0.61, 0.08, -0.19, -0.17, -0.30, -0.32, 0.42, 0.48, 0.41],
  "total_energy_ev": -8765.2342,
  "e_homo_ev": -8.85,
  "gap_ev": 9.354,
  "spin_multiplicity": 1
}

***

[2]
{
  "formula": "C3H10N2",
  "method": "ωB97M-V/def2-TZVPD",
  "symbols": ["N", "C", "C", "C", "N", "H", "H", "H", "H", "H", "H", "H", "H", "H", "H"],
  "xyz": [[-1.65992, 1.40823, -1.19644], [-0.91814, 0.16913, -0.95384], [0.16398, 0.40339, 0.09815], [0.71650, -0.94019, 0.59649], [1.79276, -0.72828, 1.56119], [-1.02788, 2.12937, -1.51845], [-2.43729, 1.31742, -1.83111], [-1.59137, -0.58538, -0.54912], [-0.44973, -0.18025, -1.88142], [-0.22885, 1.03576, 0.89488], [1.06409, 0.87321, -0.32737], [-0.10304, -1.54637, 1.01722], [1.16192, -1.48868, -0.23349], [2.08524, -1.62422, 1.94338], [1.43173, -0.24315, 2.37992]],
  "mulliken_charge": [-0.59, -0.44, -0.54, -0.55, -0.62, 0.20, 0.20, 0.36, 0.24, 0.36, 0.27, 0.34, 0.31, 0.23, 0.22],
  "total_energy_ev": -6253.1431,
  "e_homo_ev": -9.13,
  "smiles": "NCCCN",
  "gap_ev": 10.339,
  "spin_multiplicity": 1
}

***

[3]
{
  "formula": "C3H2Br2N2",
  "method": "ωB97M-V/def2-TZVPD",
  "symbols": ["C", "C", "C", "N", "N", "Br", "Br", "H", "H"],
  "xyz": [[1.22017, 0.24848, 0.28215], [-0.54305, 1.20140, -0.63871], [-0.84892, -0.69658, 0.04391], [0.64440, 1.32468, -0.21772], [0.40882, -0.84693, 0.40372], [-1.90982, 2.34379, -0.98421], [-2.01628, -2.09700, -0.23746], [2.24350, 0.23390, 0.58990], [0.80118, -1.71172, 0.75841]],
  "mulliken_charge": [-0.18, 0.25, -0.09, -0.42, -0.02, -0.05, -0.12, 0.43, 0.21],
  "total_energy_ev": -146204.9198,
  "e_homo_ev": -7.45,
  "gap_ev": 7.878,
  "spin_multiplicity": 1
}

***

[4]
{
  "formula": "C3H6BrMgO3",
  "method": "ωB97M-V/def2-TZVPD",
  "symbols": ["Mg", "Br", "C", "O", "C", "O", "O", "C", "H", "H", "H", "H", "H", "H"],
  "xyz": [[-2.29330, 0.86330, 1.48718], [-1.05147, 1.78217, 3.19128], [1.94707, 0.89673, 0.74891], [1.50697, -0.11090, -0.10873], [0.18220, -0.14350, -0.40126], [-0.69033, 0.58458, 0.14294], [-0.00175, -1.14005, -1.25720], [-1.30923, -1.48836, -1.67456], [2.84028, 0.53501, 1.25825], [1.27313, 1.21622, 1.54380], [2.24096, 1.88182, 0.38654], [-1.05180, -2.21155, -2.44840], [-1.88049, -0.64079, -2.05323], [-1.71223, -2.02468, -0.81546]],
  "mulliken_charge": [1.25, 0.23, -0.23, -0.21, 0.93, -0.45, -0.24, -0.67, 0.32, -0.18, 0.35, 0.24, 0.32, 0.33],
  "total_energy_ev": -84818.5098,
  "e_homo_ev": [-18.93, -18.83],
  "charge": 2,
  "gap_ev": [7.902, 4.712],
  "spin_multiplicity": 2
}

***

[5]
{
  "formula": "C36H42Cl6N6",
  "method": "ωB97M-V/def2-TZVPD",
  "symbols": ["C", "C", "C", "N", "C", "C", "H", "H", "H", "H", "H", "C", "C", "C", "N", "C", "C", "H", "H", "H", "H", "H", "C", "C", "C", "N", "C", "C", "H", "H", "H", "H", "H", "C", "C", "C", "N", "C", "C", "H", "H", "H", "H", "H", "C", "C", "C", "N", "C", "C", "H", "H", "H", "H", "H", "C", "C", "C", "N", "C", "C", "H", "H", "H", "H", "H", "Cl", "C", "C", "Cl", "H", "H", "H", "H", "Cl", "C", "C", "Cl", "H", "H", "H", "H", "Cl", "C", "C", "Cl", "H", "H", "H", "H"],
  "xyz": [[1.48367, 2.20467, -6.03051], [2.08631, 2.34969, -4.79550], [1.28443, 2.50077, -3.67038], [-0.04616, 2.44253, -3.69145], [-0.63959, 2.23470, -4.87028], [0.09441, 2.12845, -6.04741], [2.00964, 2.06041, -6.96288], [3.16160, 2.42272, -4.69788], [1.72854, 2.58272, -2.68666], [-1.70933, 2.08423, -4.83725], [-0.45954, 1.94668, -6.96080], [-2.09248, -1.97863, -3.52042], [-1.67915, -2.91168, -2.57357], [-0.33628, -2.90944, -2.20427], [0.58625, -2.09477, -2.71141], [0.18693, -1.25163, -3.67303], [-1.13848, -1.13826, -4.06980], [-3.12641, -2.00649, -3.83893], [-2.39232, -3.57820, -2.10999], [0.03390, -3.66354, -1.51765], [0.97632, -0.70942, -4.17876], [-1.39634, -0.32136, -4.72963], [1.63059, -0.16020, 4.65039], [2.51980, -1.13783, 4.28754], [3.61669, -0.78573, 3.49081], [3.88715, 0.47718, 3.17602], [3.05466, 1.43927, 3.62884], [1.91387, 1.16190, 4.35497], [0.69269, -0.40244, 5.13836], [2.21200, -2.15686, 4.49333], [4.23532, -1.54709, 3.03147], [3.36436, 2.44021, 3.35651], [1.26251, 1.97553, 4.64558], [0.45026, 0.10436, 0.35547], [0.12677, -0.04323, 1.70142], [-1.21418, -0.00434, 2.05966], [-2.22065, 0.15623, 1.21195], [-1.90551, 0.32958, -0.07193], [-0.59405, 0.28518, -0.53282], [1.45509, -0.08473, -0.00352], [0.89947, -0.18934, 2.44303], [-1.46145, -0.18069, 3.10157], [-2.61306, 0.33697, -0.89118], [-0.35635, 0.43767, -1.57833], [0.24216, 3.39747, 1.93839], [0.06151, 3.93896, 3.20167], [1.11669, 4.74420, 3.68067], [2.18864, 5.02148, 2.96150], [2.24082, 4.64009, 1.68225], [1.27536, 3.83218, 1.12222], [-0.46443, 2.68257, 1.53363], [-0.74920, 3.60998, 3.83491], [1.10868, 5.13609, 4.69062], [3.11381, 4.91979, 1.10538], [1.40586, 3.44353, 0.12043], [0.92671, -4.21551, 1.15067], [0.96963, -5.43933, 0.48566], [-0.20300, -6.00624, -0.00085], [-1.39562, -5.45131, 0.22519], [-1.44931, -4.31896, 0.89741], [-0.32376, -3.73796, 1.48617], [1.81840, -3.68174, 1.45229], [1.91361, -5.93889, 0.30252], [-0.14190, -6.93038, -0.55963], [-2.39482, -3.81984, 1.08627], [-0.43251, -2.77363, 1.97142], [-4.59153, -3.93576, 3.46294], [-3.76272, -2.35035, 3.64813], [-3.81885, -1.87535, 5.08955], [-3.15467, -0.23597, 5.12698], [-4.30762, -1.65122, 3.02314], [-2.73515, -2.52337, 3.34694], [-3.22968, -2.50725, 5.74916], [-4.83356, -1.79574, 5.46884], [3.95022, -2.04390, -0.10761], [4.60254, -0.38514, -0.20840], [6.11652, -0.41067, -0.16099], [6.79723, -0.92385, 1.36839], [4.17604, 0.21849, 0.59101], [4.28068, 0.07825, -1.14076], [6.50516, 0.59288, -0.34392], [6.52054, -1.02761, -0.96183], [-7.01942, 3.39332, -2.64010], [-6.06104, 3.08825, -4.07306], [-4.62712, 2.73936, -3.70222], [-4.51127, 1.29461, -2.63640], [-6.05080, 4.02885, -4.61788], [-6.51509, 2.25957, -4.60876], [-4.15883, 3.57004, -3.17653], [-3.97086, 2.50433, -4.53607]],
  "mulliken_charge": [-0.44, -0.66, 0.10, -0.29, -0.06, -0.32, 0.39, 0.42, 0.27, 0.23, 0.37, -0.74, -0.13, -0.17, -0.43, -0.60, 0.05, 0.43, 0.47, 0.41, 0.40, 0.37, -0.32, -0.46, -0.15, -0.49, -0.39, -0.28, 0.41, 0.40, 0.39, 0.51, 0.42, -0.27, 0.67, -0.05, -0.43, -0.50, 0.11, 0.28, -0.26, -0.03, -0.07, 0.46, 0.27, -0.77, -0.23, -0.59, -0.41, -0.46, 0.53, 0.43, 0.39, 0.35, 0.47, -0.20, -0.42, -0.39, -0.56, -0.36, 0.23, 0.38, 0.37, 0.33, 0.42, 0.14, -0.21, 0.02, -0.46, -0.16, 0.32, -0.12, 0.31, 0.36, -0.16, -0.15, -0.61, -0.17, 0.03, 0.38, 0.34, 0.35, -0.18, -0.41, -0.39, -0.17, 0.33, 0.32, 0.33, 0.15],
  "total_energy_ev": -122087.7005,
  "e_homo_ev": -9.38,
  "smiles": "c1ccncc1.c1ccncc1.c1ccncc1.c1ccncc1.c1ccncc1.c1ccncc1.ClCCCl.ClCCCl.ClCCCl",
  "gap_ev": 9.741,
  "spin_multiplicity": 1
}

***

[6]
{
  "formula": "H10NO3",
  "method": "ωB97M-V/def2-TZVPD",
  "symbols": ["N", "H", "H", "H", "H", "H", "H", "O", "H", "H", "O", "H", "H", "O"],
  "xyz": [[0.47779, -0.18577, 0.53123], [0.34005, -0.32676, 1.56331], [1.15122, -0.78236, 0.07385], [0.64923, 0.78480, 0.30191], [-0.44543, -0.35041, 0.11662], [1.22331, -2.43110, -1.66638], [1.23159, -3.53898, -0.47834], [1.54668, -2.64043, -0.73502], [-2.72812, 0.46226, -0.28986], [-3.06688, -0.90305, -0.07315], [-2.43630, -0.30390, 0.25423], [0.91145, 3.59083, -0.64065], [0.66786, 3.54704, 0.92578], [0.47753, 3.07784, 0.11647]],
  "mulliken_charge": [-0.38, 0.38, 0.34, 0.33, 0.35, 0.36, 0.35, -0.71, 0.34, 0.33, -0.69, 0.35, 0.33, -0.69],
  "total_energy_ev": -7788.9400,
  "e_homo_ev": -15.63,
  "charge": 1,
  "gap_ev": 12.282,
  "spin_multiplicity": 1
}